Model A:
The following is a quantum chemistry calculation of C50H46CdCl3N9O8S as an isolated structure, from the OMol25 dataset.

Element x y z (Å)
Cd 1.01 0.22 0.19
C 4.94 0.47 4.01
C 4.16 1.56 3.64
C 3.63 1.65 2.36
C 3.85 0.65 1.40
C 4.62 -0.46 1.80
C 5.15 -0.54 3.08
N 3.24 0.77 0.15
C 3.92 0.46 -0.99
C 5.32 0.23 -1.06
C 5.98 -0.07 -2.23
C 5.30 -0.15 -3.44
C 3.94 0.15 -3.43
C 3.28 0.47 -2.26
N 1.91 0.98 -2.42
N 0.94 0.22 -3.13
C 0.80 -1.00 -2.66
C 0.04 -1.95 -3.43
C 0.12 -3.27 -3.11
C 0.88 -3.69 -1.99
C 1.43 -2.71 -1.20
N 1.38 -1.40 -1.48
H 5.35 0.40 5.01
H 3.95 2.34 4.35
H 2.99 2.48 2.10
H 4.75 -1.28 1.11
H 5.73 -1.42 3.36
H 5.90 0.32 -0.15
H 7.05 -0.23 -2.21
H 5.81 -0.41 -4.36
H 3.37 0.15 -4.35
H -0.52 -1.59 -4.28
H -0.41 -4.00 -3.72
H 0.99 -4.74 -1.73
H 1.93 -2.97 -0.27
O -1.54 5.68 2.09
C -0.30 5.88 1.72
O 0.27 6.93 1.92
C 0.41 4.76 1.04
C 1.72 4.85 0.62
N 2.04 3.66 0.10
N 1.04 2.80 0.13
C 0.03 3.43 0.70
C -1.26 2.65 0.83
O -2.25 3.25 1.33
O -1.24 1.48 0.41
H -1.89 4.72 1.83
H 2.40 5.68 0.67
H 2.92 3.36 -0.30
Cl 2.62 -2.81 4.57
C 1.49 -1.48 4.25
Cl -0.13 -1.92 4.85
C 1.38 -1.10 2.75
O 0.96 0.08 2.58
O 1.69 -1.94 1.90
H 1.82 -0.62 4.82
C -1.12 -4.73 2.32
C -2.08 -5.54 1.44
C -2.22 -6.94 2.06
C -1.45 -5.73 0.06
C -3.51 -4.88 1.31
O -4.39 -5.80 0.66
C -4.08 -4.50 2.70
C -5.61 -4.33 2.79
C -6.22 -3.00 2.38
C -5.94 -1.83 3.08
C -6.49 -0.62 2.71
C -7.34 -0.57 1.62
Cl -8.03 0.95 1.13
C -7.65 -1.72 0.91
C -7.09 -2.92 1.30
C -3.54 -3.69 0.31
N -2.64 -2.60 0.61
C -1.63 -2.16 -0.15
N -0.99 -1.20 0.47
C -1.70 -1.04 1.62
N -2.71 -1.87 1.74
H -0.16 -5.25 2.36
H -1.48 -4.63 3.34
H -0.91 -3.73 1.94
H -1.22 -7.35 2.22
H -2.76 -7.62 1.40
H -2.72 -6.92 3.03
H -0.57 -6.38 0.15
H -1.10 -4.79 -0.37
H -2.15 -6.20 -0.64
H -4.55 -6.53 1.27
H -3.57 -3.60 3.05
H -3.83 -5.32 3.38
H -5.88 -4.50 3.83
H -6.09 -5.11 2.20
H -5.26 -1.87 3.93
H -6.23 0.29 3.23
H -8.32 -1.66 0.06
H -7.32 -3.82 0.74
H -4.57 -3.34 0.25
H -3.26 -4.07 -0.67
H -1.37 -2.57 -1.12
H -1.46 -0.29 2.36
C 1.60 8.14 -6.74
C 1.80 9.41 -5.95
O 1.72 10.51 -6.44
S 2.21 9.31 -4.22
C 2.11 7.59 -3.81
C 3.28 6.86 -3.63
C 3.22 5.51 -3.33
C 1.99 4.85 -3.19
C 0.82 5.62 -3.32
C 0.88 6.97 -3.62
C 1.94 3.46 -2.92
C 1.90 2.28 -2.68
H 1.63 8.39 -7.79
H 0.63 7.71 -6.50
H 2.36 7.40 -6.49
H 4.24 7.34 -3.76
H 4.13 4.93 -3.20
H -0.14 5.13 -3.17
H -0.03 7.55 -3.69

Results
E_HOMO ... -2.187 eV
Molar mass ... 1151.8 g mol⁻¹
Total charge ... -2
Lowest unoccupied orbital energy ... 3.318 eV

Löwdin population analysis, charges in e, atoms 1 to 2:
1. Cd 1.479
2. C -0.134

***

Model B:
The following is a quantum chemistry calculation of C50H46CdCl3N9O8S as an isolated structure, from the OMol25 dataset.

Element x y z (Å)
Cd -2.50 -0.46 0.00
C -4.55 -0.50 5.32
C -5.59 -0.59 4.40
C -5.40 -0.19 3.09
C -4.16 0.31 2.67
C -3.13 0.43 3.61
C -3.33 0.02 4.92
N -3.93 0.61 1.33
C -4.74 1.42 0.63
C -5.59 2.39 1.22
C -6.34 3.26 0.46
C -6.32 3.18 -0.94
C -5.56 2.22 -1.56
C -4.75 1.34 -0.82
N -4.02 0.34 -1.35
N -4.19 -0.03 -2.60
C -3.59 -1.19 -2.92
C -3.78 -1.68 -4.24
C -3.27 -2.89 -4.60
C -2.55 -3.64 -3.66
C -2.40 -3.10 -2.39
N -2.89 -1.92 -2.02
H -4.70 -0.82 6.35
H -6.55 -0.99 4.71
H -6.20 -0.28 2.37
H -2.20 0.88 3.29
H -2.52 0.11 5.64
H -5.60 2.46 2.30
H -6.94 4.02 0.94
H -6.90 3.89 -1.53
H -5.52 2.14 -2.64
H -4.36 -1.07 -4.93
H -3.42 -3.28 -5.60
H -2.14 -4.61 -3.89
H -1.87 -3.66 -1.63
O -1.18 -6.45 0.81
C -0.09 -6.07 0.28
O 0.77 -6.77 -0.24
C 0.19 -4.57 0.31
C 1.32 -4.01 -0.18
N 1.35 -2.64 0.07
N 0.11 -2.33 0.67
C -0.62 -3.53 0.82
C -2.02 -3.46 1.17
O -2.64 -4.59 1.37
O -2.60 -2.37 1.31
H -2.00 -5.42 1.16
H 2.15 -4.48 -0.68
H 1.58 -2.04 -0.72
Cl -2.95 4.24 -0.75
C -1.40 4.06 0.07
Cl -0.09 4.13 -1.14
C -1.37 2.70 0.91
O -1.47 2.89 2.12
O -1.23 1.65 0.24
H -1.26 4.91 0.73
C 3.09 0.29 0.30
C 3.85 1.39 -0.44
C 5.26 1.47 0.18
C 3.19 2.75 -0.20
C 3.96 1.11 -1.99
O 4.82 2.10 -2.57
C 4.52 -0.32 -2.26
C 5.16 -0.51 -3.66
C 4.26 -1.11 -4.70
C 3.78 -2.40 -4.55
C 2.92 -2.97 -5.47
C 2.54 -2.23 -6.58
Cl 1.47 -2.93 -7.75
C 3.01 -0.94 -6.77
C 3.87 -0.39 -5.83
C 2.64 1.36 -2.77
N 1.53 0.47 -2.56
C 0.43 0.67 -1.80
N -0.36 -0.38 -1.87
C 0.29 -1.21 -2.72
N 1.43 -0.73 -3.17
H 3.04 0.54 1.36
H 3.58 -0.68 0.21
H 2.06 0.20 -0.04
H 5.16 1.47 1.26
H 5.77 2.40 -0.10
H 5.90 0.63 -0.09
H 3.36 3.06 0.83
H 2.12 2.73 -0.37
H 3.63 3.50 -0.86
H 5.64 2.11 -2.06
H 3.71 -1.04 -2.14
H 5.27 -0.55 -1.50
H 6.02 -1.17 -3.55
H 5.53 0.46 -4.00
H 4.07 -2.98 -3.68
H 2.54 -3.97 -5.33
H 2.70 -0.37 -7.63
H 4.23 0.62 -5.97
H 2.92 1.30 -3.83
H 2.30 2.37 -2.57
H 0.22 1.55 -1.22
H -0.09 -2.17 -3.04
C 3.58 2.72 6.56
C 2.38 2.40 7.40
O 2.35 1.60 8.29
S 0.88 3.35 6.92
C 0.52 2.25 5.55
C -0.03 1.00 5.80
C -0.25 0.12 4.76
C 0.09 0.48 3.45
C 0.60 1.76 3.21
C 0.82 2.64 4.25
C 0.03 -0.48 2.41
C 0.02 -1.32 1.54
H 4.40 2.05 6.81
H 3.87 3.76 6.75
H 3.33 2.63 5.51
H -0.27 0.71 6.82
H -0.68 -0.85 4.94
H 0.77 2.07 2.19
H 1.21 3.63 4.05

Results
E_HOMO (alpha / beta) ... -1.631 / -0.827 eV
Molar mass ... 1151.8 g mol⁻¹
Total charge ... -2
Lowest unoccupied orbital energy (alpha / beta) ... 3.176 / 3.176 eV

Löwdin population analysis, charges in e, atoms 1 to 2:
1. Cd 1.451
2. C -0.130

***

Short version: model B is the least stable of them.

***

Model A:
The following is a quantum chemistry calculation of C26H36BCl2F6MoN3O6S2 as an isolated structure, from the OMol25 dataset.

Element x y z (Å)
Mo 0.54 -0.04 0.06
N -0.55 1.04 1.74
C -1.61 2.05 1.56
C -2.75 1.52 0.70
C -2.39 1.36 -0.77
N -1.53 0.18 -1.00
H -0.94 0.23 2.22
H 0.17 1.39 2.38
H -1.17 2.93 1.09
H -1.99 2.34 2.54
H -3.58 2.23 0.77
H -3.12 0.58 1.11
H -1.85 2.24 -1.10
H -3.30 1.28 -1.38
H -1.31 0.13 -2.00
H -2.07 -0.67 -0.82
F 1.37 -4.72 1.94
C 1.18 -3.43 1.71
F 1.63 -2.73 2.75
F 1.85 -3.08 0.62
S -0.61 -3.11 1.51
O -0.71 -1.68 1.17
O -1.18 -3.54 2.74
N -1.04 -4.00 0.31
S -1.22 -3.38 -1.15
O -0.09 -2.62 -1.63
O -2.53 -2.78 -1.32
C -1.24 -4.95 -2.10
F -1.20 -4.63 -3.39
F -0.19 -5.71 -1.82
F -2.35 -5.63 -1.85
C 4.05 -0.65 -1.95
C 3.01 0.47 -2.09
C 3.61 1.80 -1.61
C 1.84 0.17 -1.20
C 2.56 0.53 -3.56
C 1.48 -0.22 -4.02
C 1.11 -0.19 -5.36
C 1.81 0.60 -6.26
C 2.90 1.34 -5.81
C 3.27 1.30 -4.47
H 4.39 -0.73 -0.91
H 4.91 -0.43 -2.59
H 3.63 -1.61 -2.26
H 3.73 1.77 -0.52
H 2.99 2.65 -1.87
H 4.60 1.95 -2.04
H 1.49 -0.95 -1.22
H 0.92 -0.84 -3.33
H 0.27 -0.78 -5.69
H 1.52 0.63 -7.30
H 3.46 1.95 -6.51
H 4.12 1.89 -4.15
Cl -2.13 2.04 -4.33
C -1.02 3.37 -3.95
Cl 0.21 2.89 -2.79
H -1.60 4.17 -3.52
H -0.53 3.68 -4.87
C 8.03 -1.15 3.93
C 7.10 -0.60 5.00
C 7.75 0.66 5.61
C 6.93 -1.66 6.10
C 5.72 -0.25 4.43
C 4.79 0.42 5.24
C 3.51 0.74 4.81
C 3.18 0.37 3.53
O 2.00 0.56 2.85
B 2.17 -0.01 1.56
O 3.50 -0.51 1.49
C 4.07 -0.28 2.72
C 5.35 -0.60 3.13
H 9.01 -1.35 4.37
H 8.18 -0.44 3.11
H 7.67 -2.09 3.51
H 8.78 0.44 5.89
H 7.23 0.99 6.51
H 7.75 1.48 4.89
H 7.89 -1.87 6.57
H 6.54 -2.59 5.68
H 6.23 -1.32 6.87
H 5.07 0.68 6.25
H 2.81 1.25 5.46
H 6.02 -1.11 2.45

Results
E_HOMO (alpha / beta) ... -8.115 / -8.403 eV
Molar mass ... 842.4 g mol⁻¹
2S+1 ... 3
Lowest unoccupied orbital energy (alpha / beta) ... 0.242 / -0.279 eV
⟨S²⟩ ... 2.034

Löwdin population analysis, charges in e, atoms 1 to 2:
1. Mo 1.345
2. N -0.074

***

Model B:
The following is a quantum chemistry calculation of C26H36BCl2F6MoN3O6S2 as an isolated structure, from the OMol25 dataset.

Element x y z (Å)
Mo -1.21 -0.31 -0.58
N -1.40 0.41 1.55
C -2.09 -0.33 2.63
C -1.71 -1.80 2.69
C -2.22 -2.62 1.51
N -1.42 -2.37 0.29
H -0.49 0.74 1.85
H -1.93 1.28 1.39
H -3.16 -0.26 2.43
H -1.90 0.16 3.58
H -2.13 -2.22 3.61
H -0.62 -1.91 2.76
H -3.25 -2.33 1.29
H -2.20 -3.68 1.75
H -1.81 -2.92 -0.48
H -0.48 -2.73 0.43
F -4.11 3.01 3.17
C -4.48 3.89 2.24
F -3.92 5.06 2.52
F -5.80 4.02 2.28
S -3.91 3.33 0.57
O -2.64 2.70 0.83
O -3.93 4.51 -0.24
N -5.06 2.35 0.13
S -5.04 0.81 0.00
O -3.75 0.18 0.25
O -5.76 0.36 -1.15
C -6.05 0.24 1.43
F -6.03 -1.09 1.48
F -5.53 0.70 2.58
F -7.30 0.66 1.33
C -2.67 -2.15 -3.08
C -0.13 -0.89 -2.61
C 0.91 -1.90 -2.96
C -2.73 -0.95 -2.12
C -2.34 0.28 -2.81
C -3.23 1.32 -3.17
C -3.03 2.68 -3.16
C -1.98 3.49 -2.63
C -0.97 3.02 -1.82
C -0.84 1.62 -1.78
H -2.41 -3.09 -2.59
H -1.96 -1.99 -3.88
H -3.66 -2.29 -3.52
H 0.50 -2.88 -2.70
H 1.86 -1.75 -2.44
H 1.14 -1.89 -4.03
H -3.69 -0.79 -1.66
H -4.21 0.98 -3.49
H -3.86 3.27 -3.54
H -2.14 4.56 -2.72
H -0.39 3.66 -1.18
H 1.45 0.83 -2.52
Cl 2.70 1.14 -2.41
C -0.23 1.18 -4.45
Cl -0.60 0.56 -3.02
H 0.03 0.47 -5.22
H -0.20 2.25 -4.53
C 7.26 -0.69 2.95
C 6.58 -1.29 1.71
C 6.52 -2.82 1.89
C 7.44 -0.97 0.48
C 5.19 -0.71 1.49
C 4.86 0.57 1.94
C 3.62 1.17 1.70
C 2.71 0.43 0.99
O 1.42 0.75 0.63
B 0.96 -0.34 -0.14
O 1.92 -1.36 -0.12
C 3.01 -0.84 0.54
C 4.23 -1.43 0.77
H 8.15 -1.26 3.20
H 6.59 -0.70 3.82
H 7.57 0.34 2.78
H 7.51 -3.19 2.17
H 6.23 -3.33 0.98
H 5.82 -3.09 2.68
H 8.46 -1.34 0.61
H 7.48 0.10 0.31
H 7.02 -1.44 -0.42
H 5.60 1.14 2.49
H 3.40 2.16 2.05
H 4.43 -2.42 0.38

Results
E_HOMO (alpha / beta) ... -7.287 / -7.470 eV
Molar mass ... 842.4 g mol⁻¹
2S+1 ... 3
Lowest unoccupied orbital energy (alpha / beta) ... -0.239 / -0.412 eV
⟨S²⟩ ... 2.036

Löwdin population analysis, charges in e, atoms 1 to 2:
1. Mo 1.428
2. N -0.063

***

Short version: model B is the least stable of them.